# C4H6N2O2

The molecule C4H6N2O2 at a distorted geometry (ωB97M-V with the def2-TZVPD basis set, the Open Molecules 2025 dataset).

Values from the calculation:
multiplicity = 1
energy = -11314.771 eV
SMILES = [H]/N=C/NOC(=O)C=C
lowest unoccupied orbital energy = -0.12 eV
F_max = 6.75 eV Å⁻¹
total charge = 0
orbital gap = 9.9293 eV

Geometry (Å):
C1 3.0302 0.6757 0.0798
C2 1.9934 -0.1449 -0.4896
C3 0.6477 -0.5491 0.0870
C4 -2.2677 0.3944 0.1220
H1 3.4453 0.9972 1.1812
H2 3.8004 1.1371 -0.7590
H3 2.0222 -0.1438 -1.6082
H4 -1.3090 -1.2501 0.6400
H5 -3.3176 0.4667 0.5624
H6 -2.0180 2.3852 0.4989
N1 -1.6961 -0.8872 -0.3154
N2 -1.6317 1.4371 -0.2107
O1 0.3176 -0.5569 1.3666
O2 -0.2864 -0.6554 -0.8201


# C4H8NO2

C4H8NO2 as an isolated structure at a distorted geometry (ωB97M-V with the def2-TZVPD basis set, the Open Molecules 2025 dataset).

Values from the calculation:
multiplicity = 2
energy = -9855.999 eV
lowest unoccupied orbital energy (alpha / beta) = -0.10 / -2.16 eV
F_max = 7.32 eV Å⁻¹
total charge = 0
orbital gap (alpha / beta) = 9.7660 / 7.7143 eV

Geometry (Å):
C1 1.0801 1.0487 0.9646
C2 -0.4453 1.1893 0.4246
N1 -1.0444 0.4408 -0.7283
C3 0.1104 -0.3709 -1.2247
C4 0.0409 -1.7001 -0.4330
O1 1.0585 -2.5493 -0.2772
O2 -1.0614 2.1541 1.0967
H1 1.3756 0.0477 1.0116
H2 0.8960 1.5129 1.9256
H3 1.6709 1.6365 0.2521
H4 -1.0254 0.0844 0.5024
H5 0.0021 -0.5478 -2.2141
H6 0.9833 0.1257 -1.2458
H7 -0.3506 -1.4784 0.5569
H8 -0.9345 -2.3070 -0.6356


# C23H29N3O3

The molecule C23H29N3O3 (ωB97M-V with the def2-TZVPD basis set, the Open Molecules 2025 dataset).

Values from the calculation:
multiplicity = 1
energy = -34935.854 eV
SMILES = CCOCN(C(=O)Cn1c([C@H](C)O)nc2ccccc21)c1c(C)cccc1CC
lowest unoccupied orbital energy = 0.70 eV
F_max = 0.78 eV Å⁻¹
total charge = 0
orbital gap = 9.1966 eV

Geometry (Å):
C1 5.1541 0.7453 2.4542
C2 3.6827 0.5340 2.7949
H1 3.5749 0.2972 3.8566
H2 3.1150 1.4428 2.5708
O1 3.1258 -0.5854 2.1132
C3 2.7017 -0.3532 0.8085
N1 1.3133 0.0958 0.7353
C4 1.0529 1.4185 0.6304
O2 1.9336 2.2557 0.5791
C5 -0.4219 1.8308 0.5531
N2 -1.0737 1.3398 -0.6293
C6 -2.2668 0.6720 -0.7272
N3 -2.6290 0.4473 -1.9574
C7 -1.6437 0.9853 -2.7455
C8 -1.5181 1.0275 -4.1293
C9 -0.4047 1.6521 -4.6491
C10 0.5650 2.2285 -3.8253
C11 0.4605 2.1985 -2.4493
C12 -0.6532 1.5639 -1.9201
H3 1.2113 2.6477 -1.8181
H4 1.4177 2.7121 -4.2783
H5 -0.2750 1.7031 -5.7202
H6 -2.2708 0.5843 -4.7612
C13 -3.0863 0.2976 0.4717
C14 -4.2975 -0.5277 0.0538
H7 -3.9651 -1.4598 -0.3909
H8 -4.9132 -0.7403 0.9243
H9 -4.8819 0.0153 -0.6847
O3 -3.4548 1.4574 1.2021
H10 -4.0932 1.9535 0.6761
H11 -2.4709 -0.2842 1.1673
H12 -0.4323 2.9283 0.5476
H13 -0.9685 1.4816 1.4297
C15 0.3209 -0.9106 0.9382
C16 -0.0146 -1.7597 -0.1246
C17 -0.9406 -2.7673 0.1052
C18 -1.5097 -2.9409 1.3539
C19 -1.1605 -2.1043 2.3945
C20 -0.2414 -1.0772 2.2051
C21 0.1089 -0.2030 3.3717
H14 0.6180 -0.7978 4.1290
H15 0.7634 0.6161 3.0914
H16 -0.7957 0.2073 3.8201
H17 -1.5976 -2.2405 3.3726
H18 -2.2241 -3.7341 1.5145
H19 -1.2165 -3.4318 -0.6968
C22 0.6397 -1.5960 -1.4719
H20 1.5807 -2.1572 -1.4723
C23 -0.2074 -2.0695 -2.6499
H21 -1.2115 -1.6579 -2.5919
H22 -0.2718 -3.1542 -2.6823
H23 0.2453 -1.7315 -3.5792
H24 0.8966 -0.5447 -1.6196
H25 2.7728 -1.3122 0.2882
H26 3.3120 0.4033 0.3018
H27 5.2734 1.0157 1.4079
H28 5.7152 -0.1657 2.6467
H29 5.5567 1.5481 3.0652


# C54H144N20O22

A 14-piece molecular cluster, C54H144N20O22 overall at a distorted geometry (ωB97M-V with the def2-TZVPD basis set, the Open Molecules 2025 dataset).

Values from the calculation:
multiplicity = 1
energy = -133174.178 eV
lowest unoccupied orbital energy = 0.53 eV
F_max = 4.16 eV Å⁻¹
total charge = 0
orbital gap = 8.6586 eV

Geometry (Å):
C1 1.9271 3.7773 1.2666
O1 2.9834 3.2447 1.6083
N1 1.9499 5.1846 1.1664
N2 0.7798 3.0752 0.9644
H1 1.1913 5.7811 1.5289
H2 2.7822 5.5267 1.6165
H3 0.9224 2.0821 0.9507
H4 0.0017 3.4381 0.4375
C2 2.5032 -2.2539 -4.3758
O2 1.6363 -1.6346 -3.7357
N3 2.2648 -3.1454 -5.3919
N4 3.8637 -2.0112 -4.1615
H5 2.9844 -3.7069 -5.8164
H6 1.3240 -3.4507 -5.4763
H7 4.6225 -2.5564 -4.5833
H8 4.0462 -1.3239 -3.4793
C3 0.7762 -0.4297 1.7365
O3 0.3913 0.3078 0.8364
N5 1.7193 -0.0943 2.6547
N6 0.3436 -1.6716 1.8459
H9 2.1171 0.8157 2.5562
H10 2.1317 -0.8311 3.2103
H11 0.4327 -2.1131 2.8081
H12 -0.4503 -1.8527 1.2409
C4 -1.3651 -2.3965 -1.1115
O4 -1.8069 -2.4303 0.0837
N7 -1.9548 -3.2538 -2.0114
N8 -0.3076 -1.6447 -1.5897
H13 -1.6413 -3.4127 -2.9297
H14 -2.4446 -4.0366 -1.5853
H15 0.0153 -0.8628 -1.0838
H16 0.2332 -1.8839 -2.4235
C5 -2.5151 2.5443 -0.4001
O5 -1.9755 3.6098 -0.1210
N9 -3.6037 2.3998 -1.1700
N10 -2.0306 1.4028 -0.0275
H17 -4.0943 1.4874 -1.2048
H18 -4.1650 3.2334 -1.3512
H19 -2.6586 0.6868 0.2129
H20 -1.1548 1.4148 0.4747
C6 -1.3105 -3.0148 -5.5907
O6 -0.6615 -3.7812 -4.8232
N11 -1.0462 -1.6687 -5.5880
N12 -2.3698 -3.4071 -6.3642
H21 -1.5428 -1.0503 -6.1978
H22 -0.1594 -1.2738 -5.2009
H23 -2.5635 -4.3987 -6.5034
H24 -2.5782 -2.8006 -7.1064
C7 3.8133 -5.3416 4.1743
O7 2.9779 -4.7984 3.1697
C8 3.2537 -3.4351 2.8144
C9 4.4676 -3.3268 1.8517
N13 4.1919 -3.9900 0.6374
C10 3.2778 -3.1950 -0.1818
C11 2.9999 -3.9080 -1.5302
O8 2.2799 -5.0936 -1.3182
C12 0.9277 -4.8879 -0.8907
H25 3.7082 -4.7502 5.0644
H26 4.8076 -5.4099 3.8354
H27 3.4726 -6.3357 4.4196
H28 3.5129 -2.8765 3.7389
H29 2.2651 -3.0949 2.4656
H30 5.2663 -3.8430 2.4859
H31 4.8706 -2.2821 1.5988
H32 3.7761 -4.9038 0.7230
H33 3.7585 -2.2448 -0.3835
H34 2.2056 -2.9514 0.2214
H35 3.9214 -4.2515 -2.0176
H36 2.4229 -3.2214 -2.1604
H37 0.3767 -4.2292 -1.5171
H38 0.8308 -4.5419 0.1616
H39 0.3593 -5.8511 -0.9412
C13 -3.1924 2.8770 8.0875
O9 -2.8115 2.7819 6.6837
C14 -1.4611 2.7764 6.4103
C15 -1.1770 3.4325 5.0401
N14 -1.5114 4.8408 5.2321
C16 -1.8252 5.5413 4.0228
C17 -0.6452 5.6135 3.1104
O10 0.4370 6.3888 3.6994
C18 1.2500 5.6411 4.5365
H40 -3.4095 1.8808 8.5216
H41 -4.0655 3.4616 8.1971
H42 -2.4081 3.3737 8.5811
H43 -1.1969 1.7627 6.3300
H44 -0.8928 3.3399 7.1925
H45 -1.7548 2.8917 4.2314
H46 -0.0820 3.2860 4.8640
H47 -2.3263 4.8348 5.7918
H48 -2.1789 6.5515 4.2805
H49 -2.6609 5.0893 3.5365
H50 -0.9020 6.1919 2.1925
H51 -0.2799 4.6069 2.8787
H52 0.7204 5.2864 5.4683
H53 1.9244 6.3039 4.9775
H54 1.7169 4.8274 4.0294
C19 -2.1850 1.8168 -3.9087
O11 -1.3642 1.4195 -5.0514
C20 -0.0209 1.7198 -4.7032
C21 0.5777 2.6370 -5.7672
N15 -0.0570 4.0290 -5.8050
C22 0.2460 4.7156 -7.1144
C23 1.6811 4.8939 -7.4658
O12 2.3973 3.7766 -7.9352
C24 3.7115 4.1008 -8.2663
H55 -2.0418 1.1046 -3.0841
H56 -3.1820 1.7538 -4.2060
H57 -1.9179 2.8005 -3.5056
H58 0.5444 0.7539 -4.6383
H59 0.0546 2.1767 -3.7270
H60 0.5623 2.0904 -6.7062
H61 1.5855 2.7877 -5.5213
H62 -1.0872 3.9329 -5.8357
H63 -0.0675 5.7210 -6.9633
H64 -0.3082 4.2593 -7.9983
H65 2.1742 5.2795 -6.5364
H66 1.7251 5.7457 -8.1753
H67 3.9698 3.4630 -9.1331
H68 4.3754 3.9102 -7.4068
H69 3.8495 5.1648 -8.5976
C25 -6.3338 -4.9073 1.8185
O13 -5.2400 -5.3730 1.0344
C26 -4.0522 -5.5484 1.8123
C27 -3.4872 -4.1613 2.0992
N16 -2.3976 -4.1331 3.1130
C28 -1.0876 -4.8105 2.8751
C29 -0.2508 -4.7014 4.0536
O14 -0.0524 -3.3084 4.3685
C30 0.6159 -3.0588 5.5998
H70 -7.2308 -4.8511 1.1809
H71 -6.1287 -3.9539 2.3066
H72 -6.5764 -5.6273 2.6228
H73 -3.3767 -6.1485 1.2499
H74 -4.2800 -6.1174 2.7411
H75 -4.1701 -3.5061 2.4975
H76 -3.2227 -3.7249 1.1673
H77 -2.2319 -3.1855 3.3582
H78 -0.5032 -4.4522 2.0275
H79 -1.2286 -5.8567 2.6774
H80 0.7249 -5.1771 3.9769
H81 -0.7360 -5.2089 4.9523
H82 0.2019 -3.7028 6.3717
H83 0.4116 -2.0317 5.9482
H84 1.6964 -3.2336 5.5508
C31 -2.4498 -0.4551 3.2134
O15 -3.8879 -0.6623 3.3795
C32 -4.6301 0.5591 3.4868
C33 -6.1089 0.1877 3.4406
N17 -6.9380 1.3695 3.6888
C34 -6.6572 2.5435 2.8541
C35 -6.9322 2.3633 1.3197
O16 -8.3217 2.2368 1.0226
C36 -8.5201 1.9196 -0.3332
H85 -1.9460 -1.3994 3.0533
H86 -2.0092 0.0480 4.0979
H87 -2.3219 0.1692 2.3776
H88 -4.3834 1.1856 2.5906
H89 -4.3655 1.1207 4.3398
H90 -6.3419 -0.5151 4.2063
H91 -6.2655 -0.2877 2.4421
H92 -7.9517 1.1268 3.6520
H93 -5.5885 2.8383 2.9181
H94 -7.2470 3.3791 3.2688
H95 -6.4379 1.5046 0.8211
H96 -6.5112 3.2536 0.7786
H97 -8.4427 0.8581 -0.4696
H98 -7.7332 2.4148 -0.9174
H99 -9.5236 2.2664 -0.7102
C37 -4.9538 -1.2327 0.1213
O17 -5.1361 -0.4516 -1.0468
C38 -5.6941 -1.1920 -2.1331
C39 -5.8771 -0.2961 -3.3715
N18 -6.2439 -1.0786 -4.5862
C40 -5.0302 -1.4173 -5.2670
C41 -4.7232 -0.3613 -6.3085
O18 -3.5307 -0.5858 -7.0229
C42 -3.1056 0.4861 -7.7960
H100 -5.9051 -1.2824 0.7097
H101 -4.2069 -0.8052 0.8016
H102 -4.6152 -2.2932 -0.1313
H103 -6.6535 -1.7114 -1.8764
H104 -4.9824 -1.9798 -2.3890
H105 -4.9738 0.2340 -3.5913
H106 -6.7297 0.3669 -3.2688
H107 -6.7069 -1.9345 -4.4148
H108 -5.2064 -2.3371 -5.8812
H109 -4.1492 -1.7487 -4.6574
H110 -4.6562 0.6070 -5.8237
H111 -5.6219 -0.3790 -6.9640
H112 -3.8690 1.0715 -8.2820
H113 -2.3701 0.2114 -8.5868
H114 -2.5040 1.1254 -7.1378
C43 6.2327 -4.0610 6.4799
O19 6.5297 -3.5981 5.1843
C44 7.8981 -3.4571 4.8351
C45 7.9814 -2.9208 3.3699
N19 7.3377 -1.6319 3.1517
C46 7.3676 -1.2749 1.7529
C47 7.1101 0.1769 1.4765
O20 5.7974 0.3857 1.9449
C48 5.4983 1.7302 2.1868
H115 5.9320 -5.1708 6.3875
H116 5.2717 -3.5467 6.6441
H117 6.9137 -3.8163 7.3298
H118 8.3257 -4.4563 5.0312
H119 8.3285 -2.7626 5.5443
H120 7.6919 -3.7549 2.6468
H121 9.0792 -2.9151 3.2104
H122 6.4039 -1.7750 3.5511
H123 6.6273 -1.8557 1.1629
H124 8.2722 -1.4544 1.2546
H125 7.2357 0.4501 0.3504
H126 7.9051 0.7381 1.9854
H127 5.8208 2.4724 1.3830
H128 5.9543 2.0401 3.1501
H129 4.4999 1.8362 2.3120
C49 5.3451 4.7907 -0.5818
O21 5.3545 4.2508 -1.8829
C50 4.2998 4.7986 -2.5323
C51 3.9983 3.8316 -3.6986
N20 3.5017 2.5106 -3.4072
C52 2.6022 2.4597 -2.3218
C53 2.2217 0.9980 -2.0029
O22 3.3889 0.2310 -1.9144
C54 4.1018 0.3080 -0.7109
H130 4.3140 4.7629 -0.0391
H131 5.6434 5.8835 -0.5512
H132 6.0314 4.2100 0.0109
H133 4.6409 5.7015 -3.0236
H134 3.3282 5.1281 -2.0013
H135 4.8903 3.6117 -4.2697
H136 3.2703 4.1831 -4.4089
H137 4.2449 1.9064 -3.2191
H138 1.6824 2.9767 -2.4896
H139 3.0797 2.8910 -1.3846
H140 1.6568 0.4943 -2.7964
H141 1.6983 1.0279 -1.0392
H142 3.4713 -0.0612 0.0788
H143 4.3775 1.3247 -0.4040
H144 4.9600 -0.3502 -0.8167


Which formula does entry 1 have?
C4H6N2O2